Record 1
59
Properties=species:S:1:pos:R:3:nbo_charge:R:1 method="wB97M-V/def2-TZVPD" homo_energy_ha=-0.3394 orbital_gap_ha=0.325 e_lumo_ev=-0.4
C 2.59 4.38 0.48 -0.61
C 1.64 4.68 -0.68 -0.39
C 0.20 4.26 -0.43 -0.42
C 0.09 2.77 -0.14 -0.07
O -1.27 2.36 -0.05 -0.57
C -1.78 1.44 -0.97 0.57
C -1.38 1.84 -2.42 -0.58
C -2.54 2.02 -3.36 0.45
O -3.07 3.09 -3.50 -0.50
O -3.20 1.54 -0.89 -0.74
S -3.89 2.20 0.44 1.83
O -5.29 1.94 0.24 -0.88
O -3.33 1.07 1.55 -0.79
C -3.14 -0.28 1.31 -0.15
I -3.28 -1.16 3.33 0.15
P -4.58 -1.19 0.53 1.49
O -4.93 -0.90 -0.87 -1.06
C -1.72 -0.63 0.75 0.21
Br -0.40 0.12 2.01 0.02
O -1.69 -2.02 0.70 -0.60
C -0.58 -2.80 1.16 -0.05
C 0.70 -2.74 0.33 -0.27
C 0.57 -3.50 -1.00 -0.62
C 1.85 -3.29 1.20 -0.37
C 3.13 -2.46 1.16 -0.22
C 4.24 -3.13 1.98 -0.61
C 3.62 -2.18 -0.26 -0.61
C -1.37 -0.02 -0.65 -0.43
I -2.07 -1.31 -2.23 0.19
H 2.83 3.32 0.54 0.20
H 2.13 4.65 1.44 0.20
H 3.53 4.92 0.38 0.22
H 2.01 4.16 -1.57 0.19
H 1.66 5.75 -0.89 0.21
H -0.42 4.54 -1.28 0.21
H -0.20 4.80 0.44 0.21
H 0.56 2.55 0.81 0.20
H 0.63 2.19 -0.90 0.17
H -0.91 2.82 -2.38 0.25
H -0.66 1.13 -2.83 0.23
H -2.88 1.15 -3.92 0.13
H -4.22 -2.51 0.82 -0.06
H -5.57 -0.88 1.47 -0.06
H -0.96 -3.83 1.12 0.20
H -0.40 -2.58 2.21 0.19
H 0.95 -1.70 0.13 0.20
H 0.35 -2.85 -1.84 0.22
H 1.50 -4.03 -1.23 0.21
H -0.22 -4.25 -0.94 0.21
H 1.54 -3.36 2.25 0.20
H 2.10 -4.32 0.90 0.20
H 2.91 -1.49 1.62 0.19
H 4.76 -2.41 2.61 0.21
H 4.99 -3.58 1.33 0.21
H 3.85 -3.93 2.62 0.21
H 4.58 -1.67 -0.23 0.21
H 2.94 -1.53 -0.82 0.20
H 3.76 -3.10 -0.82 0.20
H -0.29 -0.08 -0.75 0.24

***

Record 2
44
Properties=species:S:1:pos:R:3:nbo_charge:R:1 method="wB97M-V/def2-TZVPD" homo_energy_ha=-0.2854 orbital_gap_ha=0.279 e_lumo_ev=-0.2
C -4.26 4.59 -2.76 -0.63
C -3.54 3.37 -2.27 -0.01
C -4.19 2.50 -1.38 -0.23
C -3.56 1.33 -0.97 -0.16
C -2.29 0.99 -1.45 -0.34
S -1.52 -0.54 -0.97 2.31
N -0.54 -0.10 0.22 -0.97
C 0.39 -1.01 0.69 0.06
C 0.81 -0.66 2.13 -0.06
C 1.24 -1.63 3.04 -0.22
C 1.73 -1.25 4.31 -0.22
C 1.66 0.08 4.75 -0.22
C 1.07 1.03 3.88 -0.20
C 0.60 0.66 2.60 -0.18
O -2.62 -1.38 -0.55 -0.97
O -0.79 -0.94 -2.17 -1.02
C -1.63 1.88 -2.30 -0.11
C -2.25 3.05 -2.71 -0.25
H -3.64 5.15 -3.46 0.21
H -5.19 4.32 -3.27 0.22
H -4.54 5.26 -1.93 0.22
H -5.19 2.76 -1.00 0.21
H -4.06 0.66 -0.29 0.24
H 0.11 -2.16 0.62 0.16
H 1.24 -2.66 2.70 0.19
H 2.11 -2.03 4.96 0.21
H 1.96 0.34 5.78 0.22
H 0.95 2.05 4.26 0.22
H 0.15 1.43 1.96 0.25
H -0.65 1.63 -2.66 0.22
H -1.74 3.75 -3.38 0.21
C 2.95 -3.43 0.71 -0.87
S 3.11 -2.08 -0.42 1.84
C 3.52 -2.88 -1.97 -0.83
C 1.65 -1.16 -0.59 -0.80
O 4.18 -1.20 0.03 -0.90
H 2.02 -3.98 0.46 0.26
H 3.84 -4.09 0.56 0.26
H 2.93 -3.03 1.75 0.30
H 2.60 -3.23 -2.42 0.26
H 4.02 -2.16 -2.62 0.28
H 4.18 -3.70 -1.71 0.25
H 1.24 -1.45 -1.57 0.29
H 1.96 -0.10 -0.58 0.30

***

Record 3
21
Properties=species:S:1:pos:R:3:lowdin_spin:R:1 method="wB97M-V/def2-TZVPD" s2=0.75 spin_multiplicity=2 total_charge=+1 homo_energy_ha="-0.5003 / -0.4998" orbital_gap_ha="0.357 / 0.173" e_lumo_ev="-3.9 / -8.9"
C 1.21 -0.79 0.19 0.00
C 0.39 -2.02 -0.37 0.10
S 1.58 -3.04 -1.28 0.81
N 0.12 0.13 0.56 0.00
C 0.44 0.82 1.88 0.00
O 1.43 1.89 1.51 0.00
H 1.77 -0.38 -0.56 0.00
H 1.95 -1.07 0.96 0.00
H -0.25 -2.54 0.48 0.02
H -0.23 -1.67 -1.16 0.03
H 2.68 -2.26 -1.00 0.03
H 0.17 0.94 -0.10 0.00
H 0.91 0.15 2.56 0.00
H -0.42 1.27 2.29 0.00
H 2.04 1.92 2.25 0.00
H -3.48 -0.75 -0.26 0.00
H -3.68 0.68 -0.70 0.00
O -3.57 -0.18 -1.03 0.00
H -1.68 2.29 -2.38 0.00
H -0.43 2.66 -1.67 0.00
O -0.94 1.93 -2.14 0.00